Density functional theory data (ωB97M-V/def2-TZVPD) for a 2-piece molecular cluster, C16H17N4O9 overall at a distorted geometry.

Calculated values
* gap between HOMO and LUMO: 2.75 eV
* E_tot: -1515.74841 hartree
* E_HOMO: -0.1122 Eh
* charge: -1

Last columns: bonded neighbours and bond lengths (Å).
Atoms and positions in Å:
1 O 1.45555 -0.83992 -6.31102  N11 1.235
2 O 5.02452 0.62714 -1.49221  N12 1.237
3 O -2.47596 0.77015 -0.10549  C20 1.372, C22 1.413
4 O -0.33341 -3.19436 -3.45303  N10 1.317, N13 1.345
5 O 3.19510 0.37470 -5.86586  N11 1.236
6 O 0.01240 -3.70205 -1.24461  N13 1.251
7 O -0.59343 -1.76198 2.67384  C23 1.225
8 O -1.82691 -1.33846 0.38162  C20 1.226
9 O 4.05362 -0.32624 0.19904  N12 1.234
10 N 0.30159 -2.39557 -4.28620  O4 1.317, C28 1.348
11 N 2.30767 -0.41491 -5.52385  O1 1.235, O5 1.236, C19 1.446
12 N 4.14881 -0.10123 -1.01094  O2 1.237, O9 1.234, C29 1.447
13 N 0.30563 -3.05953 -2.27755  O4 1.345, O6 1.251, C14 1.387
14 C 1.34436 -2.14177 -2.31944  N13 1.387, C26 1.390, C28 1.389
15 C 0.42419 1.83534 3.75511  C18 1.536, C24 1.537, H34 1.097, H41 1.098
16 C -3.38206 1.13836 -2.33142  C22 1.511, H31 1.089, H38 1.089, H42 1.090
17 C -0.82693 -0.26681 4.42465  C23 1.498, C24 1.521, H33 1.095, H45 1.093
18 C -0.99075 2.39065 3.53438  C15 1.536, C21 1.553, H40 1.099, H43 1.096
19 C 2.26982 -0.83751 -4.14134  N11 1.446, C25 1.368, C28 1.418
20 C -1.94614 -0.17177 0.73966  O3 1.372, O8 1.226, C27 1.447
21 C -1.75433 1.74269 2.34743  C18 1.553, C27 1.506, H35 1.097, H46 1.097
22 C -2.89217 0.14590 -1.30268  O3 1.413, C16 1.511, H36 1.100, H44 1.100
23 C -0.99599 -0.64779 2.98530  O7 1.225, C17 1.498, C27 1.424
24 C 0.42483 0.57302 4.63122  C15 1.537, C17 1.521, H30 1.096, H37 1.097
25 C 3.18364 -0.33516 -3.25614  C19 1.368, C29 1.405, H32 1.081
26 C 2.25921 -1.61104 -1.41813  C14 1.390, C29 1.380, H39 1.080
27 C -1.55782 0.27727 2.05975  C20 1.447, C21 1.506, C23 1.424
28 C 1.30988 -1.76054 -3.65503  N10 1.348, C14 1.389, C19 1.418
29 C 3.18022 -0.70379 -1.90047  N12 1.447, C25 1.405, C26 1.380
30 H 0.50799 0.84281 5.69049  C24 1.096
31 H -4.19033 1.74021 -1.91931  C16 1.089
32 H 3.91606 0.37790 -3.60757  C25 1.081
33 H -0.78398 -1.18627 5.01865  C17 1.095
34 H 1.07135 2.59141 4.21730  C15 1.097
35 H -1.46353 2.27304 1.43232  C21 1.097
36 H -3.67640 -0.57751 -1.03346  C22 1.100
37 H 1.31426 -0.03317 4.42163  C24 1.097
38 H -2.58536 1.82325 -2.61746  C16 1.089
39 H 2.24015 -1.88963 -0.37507  C26 1.080
40 H -0.94609 3.47927 3.39066  C18 1.099
41 H 0.87649 1.62141 2.77797  C15 1.098
42 H -3.74723 0.64917 -3.23463  C16 1.090
43 H -1.56517 2.27253 4.46079  C18 1.096
44 H -2.04284 -0.44393 -1.67798  C22 1.100
45 H -1.72131 0.25815 4.77056  C17 1.093
46 H -2.82922 1.93657 2.44854  C21 1.097

These are the natural (NBO) partial charges, in e, on atoms 1 to 2:
1 O -0.343
2 O -0.381